[1]
C12H22N3 | ωB97M-V with the def2-TZVPD basis set

Calculated values
Structure (SMILES) = c1ccn(CCCC[C@H]2CNCC[NH2+]2)c1
ΔE to the lowest compared entry with this formula, charge and spin = 203.5 kcal per mole
Net charge = +1
LUMO energy = -0.11356 Eh

Geometry as XYZ:
```
37
Properties=species:S:1:pos:R:3:mulliken_charge:R:1
H -2.8798 1.6179 -0.6493 0.32
C -2.2740 -1.8172 -2.2549 -0.49
H 2.9475 1.5137 1.4047 0.38
C 1.0144 -0.3877 -0.8255 -0.28
H 1.0900 -0.0096 -2.9164 0.36
H -3.4162 0.2172 1.9453 0.30
H 3.7556 1.0203 0.0149 0.49
H -2.2332 -3.0828 -0.0964 0.32
H 1.4837 0.4314 2.6075 0.42
H -2.9001 -1.6621 2.0961 0.31
N -2.5781 -0.6944 0.0652 0.25
H -2.4874 0.3900 -3.4757 0.33
C 0.0353 -1.2220 1.9390 -0.44
H 0.0417 0.1865 -0.5166 -0.12
H -1.1925 0.3082 3.1877 0.38
C -2.7025 0.4783 -0.9264 -0.36
N 2.7863 1.1416 0.4360 -0.12
H -2.0831 -2.6283 -3.0839 0.31
C 1.4535 1.7756 -1.7797 -0.33
N 1.5933 0.2907 -2.0523 -0.51
C -2.4972 -0.1725 -2.4403 -0.40
H 0.8620 -1.5355 -1.0257 0.42
H 0.2850 2.0038 -1.6997 0.20
H 2.2786 -1.2739 2.4168 0.29
H -0.0171 -1.8184 2.9719 0.42
C -1.1469 -0.0592 2.0646 -0.31
C -2.3627 -2.0300 -0.6255 -0.27
H 2.9669 3.0267 -0.6227 0.34
C 2.0944 -0.2030 0.3937 -0.12
H 1.3498 2.8575 0.3305 0.28
C 2.1103 2.2404 -0.3519 -0.64
H 1.8293 2.4317 -2.6994 0.40
H -0.1713 -2.0143 1.1039 0.13
C -2.6477 -0.6298 1.6046 -0.79
H -0.8569 0.8367 1.3691 0.09
C 1.5146 -0.5199 1.8938 -0.90
H 2.9545 -1.0074 0.1968 0.35
```

***

[2]
C12H22N3O2 | ωB97M-V with the def2-TZVPD basis set

Calculated values
Structure (SMILES) = CCCCNc1c[nH]c[n+]1CCOC(=O)CC
Net charge = +1
LUMO energy = -0.14551 Eh

Geometry as XYZ:
```
39
Properties=species:S:1:pos:R:3:mulliken_charge:R:1
H -0.6153 -2.3347 -1.6469 0.25
C -2.8181 -3.3456 0.6572 -1.08
O -2.7055 1.5245 -0.7378 -0.56
H -0.3868 -4.0367 -0.6714 0.34
C -0.2749 1.0572 1.9304 -0.31
C -0.0013 1.6690 -3.2156 -0.34
H -0.3434 1.2856 3.0981 0.38
C 2.3325 1.4576 2.4434 -0.19
H 2.2130 2.1303 3.3994 0.37
H -0.0584 3.3069 1.6298 0.26
C -1.3662 2.4576 -2.7330 -0.34
H -0.9426 0.1278 1.6393 -0.04
H 4.6231 1.4238 2.2707 0.27
H 1.6022 -0.7291 -1.4353 0.38
H -1.9413 -1.2409 0.0375 -0.12
C -1.5528 2.0842 -1.1133 0.47
H -0.1475 1.0010 -4.1784 0.32
H -3.1750 -3.7876 -0.3846 0.29
H -3.6797 -2.7330 1.1990 0.31
N 3.7004 1.1059 1.9017 -0.11
N 1.1611 -0.7920 -0.4919 0.03
H 4.3691 -0.2671 -0.0292 0.35
H 0.2926 0.9030 -2.3483 -0.22
H -1.0360 -2.1253 1.4659 0.05
H -2.2535 2.0029 -3.3881 0.25
H -1.2842 3.6383 -2.8908 0.29
H 1.8944 -2.9435 -0.5201 0.28
C -0.4005 -2.8628 -0.6002 -0.50
C 3.5608 0.2197 0.6771 -0.55
C 1.9030 0.0431 0.5478 -0.15
C -1.5776 -2.3001 0.4211 0.26
H 1.1250 -2.3084 1.1384 0.34
H -2.4199 -4.1894 1.3836 0.28
C 1.0530 -2.2495 -0.0471 -0.50
H 0.9290 2.3735 -3.3423 0.25
N 1.2058 0.8482 1.6353 0.29
C -0.7454 2.4481 1.1669 -0.38
H -1.8484 2.7685 1.3896 0.38
O -0.3905 2.3684 -0.2582 -0.27
```

***

[3]
C12H23BN2O4 | ωB97M-V with the def2-TZVPD basis set

Calculated values
Structure (SMILES) = N[C@@H]1C[C@@H]2C[C@@](N)(C(=O)O)[C@@H](CCCB(O)O)[C@@H]2C1
ΔE to the lowest compared entry with this formula, charge and spin = 8.1 kcal per mole
LUMO energy = 0.00694 Eh

Geometry as XYZ:
```
42
Properties=species:S:1:pos:R:3:mulliken_charge:R:1
N -0.4722 -2.2432 0.8145 -0.78
C -1.1250 -0.9900 0.5157 2.02
B 1.0071 1.3516 -3.2391 0.56
H -3.0228 -2.7159 -1.4544 0.44
H -2.4664 0.2510 1.6718 0.39
C 1.9705 0.3490 1.3125 -1.51
H -1.7868 1.3622 -0.5931 0.43
H 2.9837 1.6074 -3.5204 0.27
O 2.3104 0.9332 -3.3121 -0.56
H 2.7614 -1.9405 2.3511 0.29
H 0.5920 -0.5283 -0.8408 0.73
O 0.6875 2.6595 -3.0759 -0.57
H -1.6421 -1.0171 2.6194 0.53
H 2.7536 1.1303 1.1589 0.29
H 2.3092 -0.5074 0.6864 0.36
C -0.1418 0.0004 -0.2451 -0.14
C -0.0676 0.1942 -3.3501 -0.96
C 0.5730 0.8212 0.8874 -0.35
H -2.0747 -0.2686 -2.5286 0.41
C -1.3341 0.5227 -2.5421 -0.53
C 1.8931 -0.1075 2.8101 0.31
H 0.3636 -0.7479 -3.0538 0.29
C -0.4110 0.7340 2.1452 -0.07
H -0.0280 -0.2934 4.0072 0.46
C -0.9177 1.0173 -1.1353 -1.79
H -0.1790 0.1229 -4.4278 0.43
H 1.4792 3.1783 -2.8528 0.27
H -0.8095 1.7352 2.3431 0.40
H 0.7067 1.8426 0.5512 0.96
C -1.5194 -0.2896 1.8213 -1.53
H 0.6814 1.3268 3.9045 0.34
C 0.5152 0.4057 3.3574 -1.28
O -2.1805 -2.5813 -0.9732 -0.49
C -2.3127 -1.3649 -0.3652 -0.56
H -0.2755 1.9151 -1.2578 0.77
H -1.8600 1.3731 -3.0645 0.34
H -0.3057 -2.6813 -0.0803 0.31
H -1.1560 -2.8590 1.1917 0.31
H 2.7307 0.3117 3.4066 0.36
N 1.9114 -1.5614 2.7620 -0.91
H 1.1361 -1.7930 2.1336 0.35
O -3.2774 -0.6554 -0.5395 -0.57
```

***

[4]
C12H23ClIrN3O5Sb | ωB97M-V with the def2-TZVPD basis set

Calculated values
ΔE to the lowest compared entry with this formula, charge and spin = 4.7 kcal per mole
Net charge = +2
2S+1 = 2
⟨S²⟩ = 0.752
LUMO energy (alpha / beta) = -0.31608 / -0.31616 Eh

Geometry as XYZ:
```
46
Properties=species:S:1:pos:R:3:mulliken_charge:R:1
C -2.7680 -2.0057 1.7721 -0.34
H 1.5351 3.2422 0.8375 0.42
C -2.1990 -3.4004 1.8849 -0.63
C -2.5287 -4.0168 0.5239 -0.49
H -2.8137 -2.8758 -1.3442 0.32
H 3.7938 4.2618 -2.9867 0.37
H 1.6830 2.5945 3.2525 0.36
H 5.0392 0.1026 0.7342 0.46
C -2.2115 -2.8983 -0.4404 -0.40
C -8.2803 -2.8937 -0.2686 0.42
H 5.4473 1.7536 0.2931 0.40
H -3.8424 -1.9748 1.9326 0.30
H 5.6482 1.0549 -2.1510 0.31
C 5.0042 0.8255 -0.0793 -0.69
O -1.9718 0.4428 -1.5231 -0.59
H 5.2323 -0.6043 -1.7075 0.33
H -3.5809 -4.2966 0.4645 0.26
H -1.1217 -3.3691 2.0489 0.30
H 3.5006 4.3599 -1.2570 0.34
H 6.7289 0.1150 -1.1324 0.36
N -5.1726 -1.3599 -0.2512 -0.79
H -2.6551 -3.9398 2.7122 0.37
C 2.3512 2.6266 1.2132 -0.78
N -9.3490 -3.0247 -0.6684 -0.28
Cl -1.7549 1.6598 -0.6444 1.83
H -1.9296 -4.8990 0.3080 0.38
H 3.1607 1.8267 -3.0174 0.43
Ir -3.6687 -0.2899 -0.5204 0.99
C 5.6801 0.3209 -1.3460 -1.09
C 2.0017 1.8804 2.4933 -1.15
H -2.2675 -1.2387 2.3567 0.28
H 4.8463 3.3927 -1.8818 0.31
C 2.8756 2.4874 -2.2007 -0.70
Sb 2.9555 1.3512 -0.3944 0.74
O -3.0706 1.5451 0.1510 -0.57
H 3.2213 3.2744 1.3524 0.57
O -1.7046 2.8403 -1.3818 -0.49
O -0.6565 1.4682 0.2160 -0.40
H 1.1885 1.1710 2.3418 0.25
H 1.8402 2.7928 -2.3454 0.41
N -7.0384 -2.8216 0.2106 -0.33
C -6.1514 -2.0376 -0.0497 0.78
C 3.8120 3.6893 -2.0583 -1.06
H -1.1541 -2.8219 -0.6842 0.31
H 2.8596 1.3403 2.8934 0.40
O -2.5146 -1.6512 0.3417 -0.21
```

***

[5]
C12H23CrN3O5 | ωB97M-V with the def2-TZVPD basis set

Calculated values
ΔE to the lowest compared entry with this formula, charge and spin = 0.0 kcal per mole
Net charge = +3
2S+1 = 2
⟨S²⟩ = 0.754
LUMO energy (alpha / beta) = -0.41798 / -0.40060 Eh

Geometry as XYZ:
```
44
Properties=species:S:1:pos:R:3:mulliken_charge:R:1
C 0.3238 2.7966 -0.8465 -0.54
H -4.0657 -0.6328 3.8270 0.40
C 2.6388 0.8231 1.2971 -0.40
C -2.0209 -2.2173 1.7565 -0.42
H -1.5586 -2.7060 2.6191 0.41
H 3.1547 -2.6703 -1.0890 0.33
C -4.1178 -1.2776 2.9501 -1.08
O 1.0118 -0.4560 -2.2315 0.02
Cr 0.5658 -0.1115 -0.3737 -0.13
H -2.6810 2.0058 1.3328 0.17
H 1.0739 3.1575 -1.5496 0.51
H -3.9135 1.2802 2.2944 0.25
C -0.0767 -0.0748 -3.1179 -0.42
H 0.4027 2.0355 -3.2508 0.47
H 3.3012 1.6329 1.5978 0.45
H 3.8031 -1.0185 1.2269 0.33
O -0.1533 1.4966 -1.3175 -0.19
N -3.0534 1.1822 1.7736 -0.27
H 0.2156 2.3662 1.3049 0.23
O 1.7128 1.3313 0.2836 -0.06
H 3.6805 -1.1471 -1.8656 0.45
H 1.9884 -1.8567 -3.4219 0.48
C -2.4629 0.0158 1.6280 0.36
H 0.2557 -0.1853 -4.1496 0.43
H -2.5307 -2.9733 1.1526 0.40
H 4.1449 0.1356 -0.0953 0.45
H -4.1736 -2.3082 3.2886 0.41
O 0.0233 -1.8497 0.3412 -0.42
C 0.9460 2.5471 0.5155 -0.44
C 1.6642 -1.7609 -2.3872 -0.50
C 3.3729 -0.2797 0.5525 -0.47
H -0.5152 3.4896 -0.8098 0.35
H 1.6240 3.3465 0.8109 0.48
C -0.3236 1.3844 -2.7667 -0.47
H 2.0713 0.4645 2.1577 0.29
N -2.9030 -1.1217 2.1384 -0.02
N -1.2890 -0.1541 0.9049 -0.17
H -5.0027 -1.0567 2.3538 0.39
C 2.8406 -1.6833 -1.4241 -0.57
H 0.9521 -2.5458 -2.1343 0.33
H -1.3345 1.6962 -3.0233 0.33
H -0.9376 -0.7220 -2.9395 0.30
C -1.0212 -1.4533 0.9593 0.76
O 2.3666 -0.9253 -0.2730 -0.21
```

***

[6]
C12H23F3GdNO2P2 | ωB97M-V with the def2-TZVPD basis set

Calculated values
ΔE to the lowest compared entry with this formula, charge and spin = 0.0 kcal per mole
Net charge = +2
2S+1 = 8
⟨S²⟩ = 16.072
LUMO energy (alpha / beta) = -0.26765 / -0.34594 Eh

Geometry as XYZ:
```
44
Properties=species:S:1:pos:R:3:mulliken_charge:R:1
H -4.4757 1.7199 -3.2559 0.29
H 0.2084 -3.3058 -3.0573 0.46
C 0.5315 1.1841 -2.0195 -1.36
C 0.3839 -0.2467 -1.5520 0.58
C 0.7619 3.9142 -2.6262 -1.37
H 0.0052 3.6944 -3.3864 0.44
F 3.4061 -0.5240 1.0936 -0.22
P -1.2251 -1.8586 2.6427 0.42
H -2.6998 -2.5729 0.8419 0.36
C 0.1874 -1.9489 0.0238 0.99
C 2.7432 -0.0359 2.2368 0.35
C -2.7104 -2.6430 1.9409 -1.05
H -1.4551 -2.2806 4.9867 0.38
P 0.5803 2.7972 -1.1138 0.70
F 3.4388 1.1350 2.5239 -0.18
H -2.7169 -3.6992 2.2587 0.38
C -0.9044 -2.7891 4.1766 -1.11
H -3.5955 -2.1113 2.3345 0.38
H 2.9864 3.2867 -1.2055 0.36
H 1.1893 -2.1687 1.9776 0.60
H -0.5453 3.7038 -0.9285 -0.07
H 1.7411 3.8243 -3.1038 0.44
O -0.2218 2.2752 0.4086 -0.62
F 3.1250 -0.9234 3.2537 -0.22
H 0.1751 -2.7845 4.3953 0.40
H 0.0400 -3.4611 1.5873 0.60
C 0.0901 -2.9356 -0.9499 -0.80
H 1.4681 1.1964 -2.6716 0.48
H -0.6512 2.8526 1.0786 0.29
H -0.0161 -3.9759 -0.6225 0.46
Gd 0.4186 0.1004 1.9527 0.66
H -4.9930 2.3905 -2.0573 0.30
H -0.2232 1.3269 -2.7276 0.69
O -5.1039 2.3819 -2.9891 -0.59
C 2.2559 3.0314 -0.4125 -1.06
H 2.1951 3.8656 0.3108 0.36
C 0.4144 -1.2097 -2.5514 -0.67
N 0.3373 -0.6333 -0.2590 0.24
C 0.1733 -2.3688 1.5267 -1.24
H 0.4857 -0.8822 -3.5862 0.50
H 0.6525 4.9576 -2.3097 0.43
H 2.5766 2.0894 0.0819 0.30
H -1.2724 -3.8153 4.0219 0.39
C 0.2385 -2.5531 -2.2693 -0.65
```